No. 1
ORCA calculation (the ωB97M-V functional and the def2-TZVPD basis) on a structure of composition C36H35AsErN3O2S.

Computed properties:
- E_HOMO (alpha / beta) (eV) = -12.563 / -12.568
- orbital gap (alpha / beta) (Ha) = 0.24115 / 0.24306
- M (g/mol) = 815.94
- expectation value of S² = 3.7528
- 2S+1 = 4
- charge = +2

Element x y z (Å)
Er -0.6069 0.0997 1.0245
C 1.4738 -1.6668 3.2902
C 0.5037 -0.8554 4.0501
C 0.6711 -0.7629 5.4535
C -0.2247 -0.0945 6.2640
C -1.3396 0.5253 5.6200
C -2.2734 1.3560 6.2978
C -3.2306 2.0828 5.6080
C -3.3930 1.9096 4.2547
C -2.5689 1.0372 3.5458
S -2.9314 0.8741 1.8432
C -1.4849 0.3668 4.2000
N -0.5099 -0.2642 3.4331
H 2.2252 -2.0713 3.9706
H 1.9628 -1.0583 2.5378
H 0.9777 -2.4676 2.7472
H 1.5198 -1.3192 5.8646
H -0.1192 -0.0334 7.3408
H -2.2254 1.4602 7.3885
H -3.8050 2.8087 6.1760
H -4.0901 2.4989 3.6890
N 0.8523 -1.3827 0.2583
C 1.8119 -1.9650 -0.1470
N 2.6710 -2.6913 -0.7491
C 2.4221 -4.1641 -1.0389
C 3.3848 -4.9789 -0.1952
O 4.7462 -4.6124 -0.5304
C 5.0083 -3.2625 -0.1318
C 4.1260 -2.3093 -0.9273
H 2.5749 -4.3339 -2.1248
H 1.3723 -4.3947 -0.8041
H 3.3215 -6.0541 -0.3817
H 3.2082 -4.8049 0.8590
H 6.0660 -3.0436 -0.3396
H 4.8803 -3.1675 0.9582
H 4.3539 -2.3234 -1.9904
H 4.2320 -1.2619 -0.5693
C -3.7538 2.3063 -6.0009
C -4.0490 1.1253 -5.3124
C -3.5895 0.8914 -4.0181
C -2.8899 1.8781 -3.3511
C -2.6733 3.0928 -3.9880
C -3.0590 3.3042 -5.3195
As -1.9291 1.6330 -1.6347
C -1.8746 -0.3837 -1.5030
C -2.7447 -1.2411 -0.7415
C -2.6197 -2.6331 -0.8945
C -1.8174 -3.1607 -1.8926
C -1.0038 -2.3303 -2.6631
C -1.0070 -0.9541 -2.4723
C -0.0179 0.0097 -3.0084
C 1.1746 -0.2917 -3.6791
C 2.1790 0.6717 -3.8197
C 2.0437 1.9160 -3.2346
C 0.8345 2.2746 -2.6896
C -0.2078 1.3508 -2.5863
H -4.0036 2.3917 -7.0515
H -4.6267 0.3303 -5.7747
H -3.8057 -0.0438 -3.5212
H -2.0672 3.8403 -3.4596
H -2.8663 4.2704 -5.7831
H -3.4890 -0.7775 -0.0759
H -3.1441 -3.2801 -0.1934
H -1.7791 -4.2244 -2.0233
H -0.4162 -2.7696 -3.4678
H 1.3022 -1.3029 -4.0460
H 3.1179 0.3920 -4.3078
H 2.8616 2.6177 -3.2885
H 0.6857 3.2726 -2.2724
C 1.7272 3.9616 0.8512
C 0.8074 2.9799 1.4587
C 0.2932 3.5748 2.7159
O 0.5686 1.8404 0.9634
H 2.3854 4.3337 1.6547
H 1.1215 4.7655 0.4871
H 2.3089 3.5245 0.0312
H 0.8060 4.5473 2.8438
H 0.4635 2.9499 3.5831
H -0.8095 3.6712 2.7400

Löwdin atomic charge list, values in e, 8 entries: atom 1 (Er): 1.176, atom 2 (C): -0.040, atom 3 (C): -0.323, atom 4 (C): 0.003, atom 5 (C): 0.053, atom 6 (C): -0.139, atom 7 (C): -0.012, atom 8 (C): -0.057



No. 2
ORCA calculation (the ωB97M-V functional and the def2-TZVPD basis) on a cluster of 7 separate species, C23H37BNO20 in total.

Computed properties:
- E_HOMO (eV) = -5.262
- orbital gap (Ha) = 0.25957
- M (g/mol) = 658.35
- charge = -1

Element x y z (Å)
C 6.1852 0.4178 3.4769
C 5.1531 -0.6874 3.6212
C 3.7318 -0.1832 3.8589
C 2.6263 -1.2679 3.7505
C 3.1020 -2.6614 4.1960
B 1.2408 -0.8766 4.5495
O 0.1924 -0.3019 3.5462
N -0.6606 -1.1917 3.1351
O -1.4418 -0.7370 2.3346
H 6.0065 1.0527 2.6114
H 7.1668 -0.0374 3.3136
H 6.2794 1.0096 4.3839
H 5.1438 -1.3554 2.7610
H 5.4359 -1.2915 4.4842
H 3.6368 0.2913 4.8357
H 3.5126 0.5642 3.0924
H 2.4002 -1.3748 2.6817
H 3.3622 -2.6915 5.2553
H 2.2784 -3.3630 4.0620
H 3.9120 -3.0467 3.5746
H 0.7586 -1.8911 5.0159
H 1.4063 -0.0765 5.4508
C -1.1881 1.4359 0.0338
C -0.8069 2.4908 1.0445
O 0.5194 2.8538 0.6186
C 0.6447 2.5453 -0.6843
O 1.5566 2.8862 -1.3774
O -0.4079 1.8210 -1.1179
H -2.2483 1.4328 -0.2061
H -0.8926 0.4362 0.3457
H -1.4440 3.3773 0.9818
H -0.8012 2.1211 2.0669
C -2.4089 3.4002 -3.7870
C -1.3667 4.1381 -2.9787
O -1.6046 5.5069 -3.3433
C -2.8851 5.6120 -3.7711
O -3.4417 6.6411 -3.9891
O -3.4441 4.3888 -3.9163
H -2.7847 2.5065 -3.2956
H -2.0520 3.1348 -4.7836
H -1.5202 4.0277 -1.9049
H -0.3487 3.8469 -3.2224
C 3.1070 -6.8857 1.9114
C 1.8282 -7.1222 1.1358
O 0.8296 -6.6563 2.0418
C 1.4115 -5.7607 2.8956
O 0.8234 -5.0694 3.6521
O 2.7630 -5.7805 2.7418
H 3.9543 -6.6343 1.2779
H 3.3728 -7.7350 2.5452
H 1.7809 -6.5276 0.2208
H 1.6610 -8.1686 0.8908
C -1.8576 -3.0496 -2.4044
C -2.5558 -2.7210 -1.1046
O -2.7680 -1.3085 -1.2290
C -2.7670 -0.9942 -2.5381
O -3.0848 0.0694 -2.9799
O -2.3634 -2.0412 -3.2897
H -2.1005 -4.0393 -2.7806
H -0.7734 -2.9433 -2.3370
H -3.5261 -3.2120 -1.0144
H -1.9611 -2.9426 -0.2223
C -5.1772 -2.1154 -6.8238
C -6.0432 -2.0366 -5.5844
O -5.6454 -3.2072 -4.8621
C -4.3984 -3.5463 -5.2662
O -3.7199 -4.3663 -4.7378
O -4.0303 -2.8245 -6.3486
H -4.8883 -1.1411 -7.2088
H -5.6426 -2.6949 -7.6237
H -5.8234 -1.1572 -4.9769
H -7.1080 -2.0666 -5.8003
C 0.3921 7.3203 0.2319
C 1.7039 6.5709 0.3241
O 2.0784 6.7809 1.6904
C 0.9565 7.0461 2.4020
O 0.9037 7.1133 3.5860
O -0.1017 7.2371 1.5718
H -0.3113 6.8709 -0.4649
H 0.5271 8.3726 -0.0269
H 1.5842 5.5005 0.1454
H 2.4657 6.9614 -0.3455

Löwdin atomic charge list, values in e, 8 entries: atom 1 (C): -0.132, atom 2 (C): -0.295, atom 3 (C): -0.219, atom 4 (C): -0.349, atom 5 (C): -0.123, atom 6 (B): -0.453, atom 7 (O): -0.091, atom 8 (N): -0.125